This record from the OMol25 dataset describes a structure of composition C4H6FN in a non-equilibrium geometry. The level of theory is ωB97M-V/def2-TZVPD.

Geometry as XYZ:
```
12
Properties=species:S:1:pos:R:3:forces:R:3:mulliken_charge:R:1
C -0.90436 0.46135 0.80330 -4.019 -1.816 0.045 -0.5773
C 0.09548 -0.60821 0.61928 1.486 0.375 -4.265 0.3239
C 1.37478 -0.14398 0.02322 2.707 3.139 -0.281 -0.5926
C 2.36270 0.56162 -0.24606 -3.953 -3.090 0.839 -0.1031
H -2.55247 0.28227 -1.03794 4.412 2.717 2.589 0.2686
H -1.49036 2.21278 -0.40000 -0.826 -5.442 -1.084 0.2509
H -0.42293 1.32504 1.19418 -0.145 0.606 0.952 0.4537
H -1.74340 -0.14305 1.52036 1.948 2.353 -1.582 0.1802
H 0.44470 -1.09538 1.52034 -1.093 -1.386 0.025 0.2949
H 3.16089 1.06452 -0.68470 0.899 0.506 -0.245 0.4235
N -1.44012 0.84922 -0.58016 -2.651 3.838 0.344 -0.5947
F -0.54303 -1.24615 -0.58328 1.235 -1.800 2.662 -0.3280
```
Forces are in eV/Å.

Properties
**Frontier orbital gap**: 9.7 eV
**E_HOMO**: -9.20 eV

=====

This record from the OMol25 dataset describes a cluster of 3 separate species, C4H6FN2 in total in a non-equilibrium geometry. The level of theory is ωB97M-V/def2-TZVPD.

Geometry as XYZ:
```
13
Properties=species:S:1:pos:R:3:forces:R:3:lowdin_spin:R:1
C -5.19677 -1.87443 -0.60337 1.824 2.581 3.708 0.0000
C 4.30826 2.60802 1.68437 -0.432 -0.010 7.195 0.8934
C 4.02127 2.18584 0.39794 -0.551 -0.939 -6.040 0.9053
C -1.60882 -2.59114 -1.89616 0.133 -1.204 -0.283 0.0000
N -2.65562 -2.60486 -1.43668 0.035 0.637 0.242 0.0000
N -5.02165 -1.30577 0.39576 -1.390 -3.056 -5.447 0.0000
F -5.21332 -2.32350 -1.71955 -0.930 -0.576 -0.761 0.0000
H 4.98671 3.37258 1.90796 1.046 0.831 -0.093 0.0567
H 3.84363 2.20331 2.59954 0.018 0.196 -0.700 0.0486
H 3.43778 1.31140 0.04548 0.800 0.805 0.459 0.0517
H 4.59907 2.85063 -0.26068 -0.881 -0.883 -0.819 0.0443
H -0.68997 -2.91148 -2.36622 -0.072 0.621 0.163 0.0000
H -4.81055 -0.92059 1.25161 0.399 0.998 2.378 0.0000
```
Forces are in eV/Å.

Properties
**Frontier orbital gap (spin up / spin down)**: 2.1 / 8.4 eV
**E_HOMO (spin up / spin down)**: -7.34 / -13.64 eV
**Multiplicity**: 3
**Net charge**: +1

=====

This record from the OMol25 dataset describes a structure of composition C4H6FN3 in a non-equilibrium geometry. The level of theory is ωB97M-V/def2-TZVPD.

Geometry as XYZ:
```
14
Properties=species:S:1:pos:R:3:forces:R:3:mulliken_charge:R:1
C 0.44209 0.34384 0.05777 1.609 2.556 -0.701 0.5355
C -0.43307 -0.83444 0.11618 0.295 -2.326 -1.940 -0.4749
C -1.79076 -0.17835 -0.04352 0.682 -2.207 0.530 0.2736
C -1.75059 1.11922 -0.00421 -0.557 1.626 -0.267 -0.4485
H 3.52054 -0.25298 0.79267 -3.475 -1.945 -3.679 0.2775
H 1.98486 -1.72341 0.07146 2.775 3.986 -0.540 0.2373
H -0.22096 -1.57502 0.94980 -0.687 1.108 -0.615 0.2859
H -0.16714 -1.43875 -0.85200 -0.627 0.757 1.554 0.2599
H -2.64065 1.76513 0.11674 0.939 -0.233 -0.447 0.3734
H -0.02390 2.28631 -0.70561 -1.403 -2.023 2.165 0.3062
N 2.64657 -0.62599 -0.23847 -1.120 -0.833 4.410 -0.5678
N 1.70783 0.49837 -0.14199 -0.408 -0.963 0.457 -0.4479
N -0.40941 1.56163 0.03794 2.610 0.788 -1.258 -0.3269
F -2.86541 -0.94556 -0.15675 -0.631 -0.292 0.331 -0.2833
```
Forces are in eV/Å.

Properties
**Frontier orbital gap**: 8.6 eV
**E_HOMO**: -8.11 eV

=====

This record from the OMol25 dataset describes the molecule C4H6FNO in a non-equilibrium geometry. The level of theory is ωB97M-V/def2-TZVPD.

Geometry as XYZ:
```
13
Properties=species:S:1:pos:R:3:forces:R:3:mulliken_charge:R:1
C 0.00827 1.78689 -0.66246 1.509 0.025 1.208 -0.2125
C -0.16795 0.27731 -0.75906 -1.416 0.484 -1.707 0.5696
C 0.60577 -0.55606 0.20403 -0.696 -0.904 -1.520 -0.0627
C -0.15836 -1.18446 1.25892 -1.009 -0.769 0.747 -0.5358
H 1.08365 1.97922 -0.28596 -1.501 0.046 -0.794 0.2525
H -0.67976 2.19610 0.11524 0.327 -0.263 -0.568 0.2037
H 1.62782 -0.33857 0.41390 0.562 0.301 -0.193 0.3949
H -1.23091 -0.92650 1.35914 0.723 -0.295 -0.104 0.2475
H 0.36322 -1.37618 2.18660 -0.115 -0.069 0.075 0.2761
H -0.54695 -2.06398 -0.46295 -0.382 -0.143 -0.898 0.3197
N 0.27801 -2.01793 0.10229 0.426 1.305 1.672 -0.6310
O -0.96012 -0.15896 -1.59893 1.507 0.207 1.810 -0.5609
F -0.22270 2.38313 -1.87077 0.065 0.073 0.271 -0.2612
```
Forces are in eV/Å.

Properties
**Frontier orbital gap**: 11.0 eV
**SMILES**: O=C(CF)[C@H]1CN1
**E_HOMO**: -10.44 eV

=====

This record from the OMol25 dataset describes a cluster of 2 separate species, C4H6FNO in total in a non-equilibrium geometry. The level of theory is ωB97M-V/def2-TZVPD.

Geometry as XYZ:
```
13
Properties=species:S:1:pos:R:3:forces:R:3:mulliken_charge:R:1
C -1.98844 0.25805 -0.51046 -1.648 0.084 0.625 0.1983
C 1.76443 -0.88558 -1.05459 0.220 0.975 -1.465 -0.6850
C -1.38215 0.23487 1.86347 -0.247 -1.131 -1.057 -0.2243
C 2.18143 0.25239 -0.44254 0.234 -3.853 0.801 0.0949
N -1.42424 0.63355 0.67200 0.837 0.564 0.222 -0.2359
O -3.19044 0.38446 -0.65684 0.466 -0.295 -0.419 -0.5149
F 1.91706 1.43482 -0.83863 -1.169 2.827 -1.511 -0.2214
H -1.32784 -0.01534 -1.33423 0.401 -0.077 0.094 0.2616
H 1.20071 -0.93191 -2.06589 0.917 0.652 1.934 0.2353
H 2.18028 -1.85875 -0.80953 -0.188 0.316 0.622 0.2507
H -1.73186 -0.82046 2.11903 0.420 1.445 0.167 0.2341
H -0.94051 0.95030 2.56075 -0.205 -0.581 0.375 0.2811
H 2.74158 0.36361 0.49748 -0.040 -0.926 -0.388 0.3254
```
Forces are in eV/Å.

Properties
**Frontier orbital gap**: 10.4 eV
**SMILES**: C=NC=O.C=CF
**E_HOMO**: -9.75 eV

=====

This record from the OMol25 dataset describes the molecule C4H6FNO4 in a non-equilibrium geometry. The level of theory is ωB97M-V/def2-TZVPD.

Geometry as XYZ:
```
16
Properties=species:S:1:pos:R:3:forces:R:3:mulliken_charge:R:1
C -0.31584 0.51383 -0.53774 -2.546 -3.800 4.093 0.2091
C 0.93793 0.31136 0.25067 0.489 3.037 3.070 0.0089
C 1.72512 -0.88361 -0.06247 6.114 0.812 -5.089 0.4575
C -1.21620 -0.80858 -0.38870 1.672 2.489 1.535 0.1376
H -0.48537 2.41326 0.01774 -2.244 -1.852 -0.088 0.3266
H -1.93642 1.71566 -0.73121 1.630 0.010 1.311 0.2757
H 0.00363 0.69146 -1.44649 1.373 0.318 -5.104 0.5103
H 0.89589 0.41844 1.39888 -0.926 -0.819 -1.466 0.2768
H 0.62398 -1.68033 0.84188 -9.767 1.803 5.236 0.3789
H -1.72878 -0.33395 1.25246 -3.759 12.271 6.003 0.2951
N -1.14949 1.53297 -0.02995 0.056 3.787 -0.167 -0.7299
O 1.34831 -1.95455 0.53176 7.634 -4.342 -3.035 -0.3655
O 2.70754 -0.86138 -0.84388 -3.121 0.158 2.519 -0.5852
O -1.49195 -1.04165 0.93885 3.741 -11.954 -5.695 -0.4083
O -1.59268 -1.51447 -1.22032 -0.725 -1.835 -2.426 -0.4555
F 1.67432 1.48155 0.02850 0.380 -0.084 -0.696 -0.3320
```
Forces are in eV/Å.

Properties
**Frontier orbital gap**: 11.2 eV
**SMILES**: N[C@H](C(=O)O)[C@H](F)C(=O)O
**E_HOMO**: -10.83 eV

=====

The calculation returns the following energy relative to the best compared isomer or geometry (same formula, charge and spin) values, one per record and in order: 618.4 409.4 464.4 156.9 245.2 69.5 kJ/mol.